56
Properties=species:S:1:pos:R:3:mulliken_charge:R:1 method="wB97M-V/def2-TZVPD" charge=-1 multiplicity=1 lumo_energy_ev=1.40
C 0.95919 -4.19917 -4.16112 -1.01
N -0.24556 -3.49298 -3.76262 0.20
C -1.33184 -3.65461 -4.71318 -1.00
C -0.19787 -2.42492 -2.84793 0.02
C 0.18164 -1.12345 -3.26089 -0.22
C 0.16642 -0.06695 -2.36645 -0.74
C -0.16174 -0.26078 -0.99689 0.71
C -0.25419 0.83824 -0.05460 -0.28
C -0.71725 2.09288 -0.38083 0.47
C -0.79337 3.09818 0.69913 -0.21
O -0.45566 2.89391 1.84301 -0.55
O -1.37735 4.29986 0.39433 -0.37
C -1.46578 4.64353 -1.00462 1.50
C -2.36773 5.88144 -1.08419 -1.67
C -0.09460 4.92486 -1.59894 -1.40
O -2.13329 3.58122 -1.70820 -0.39
C -1.64435 2.30715 -1.53124 0.51
O -2.07385 1.43541 -2.25351 -0.60
C -0.44760 -1.58377 -0.57309 -0.81
C -0.50411 -2.62976 -1.47536 -0.36
H 1.75169 -4.04359 -3.42338 0.30
H 0.72748 -5.26790 -4.23218 0.32
H 1.30369 -3.86108 -5.14908 0.32
H -2.21357 -3.09444 -4.38866 0.29
H -1.03089 -3.32166 -5.71662 0.32
H -1.57908 -4.72081 -4.77669 0.33
H 0.45515 -0.95154 -4.30548 0.36
H 0.39679 0.93389 -2.72762 0.36
H -0.02569 0.65559 0.99058 0.43
H -3.35541 5.65913 -0.66622 0.39
H -1.91143 6.69612 -0.51156 0.39
H -2.48232 6.19987 -2.12627 0.39
H 0.55250 4.04172 -1.54950 0.30
H -0.22270 5.23227 -2.64521 0.38
H 0.36188 5.75640 -1.04694 0.36
H -0.69905 -1.72826 0.48310 0.46
H -0.79736 -3.63528 -1.15628 0.41
C 1.48049 2.40112 4.10559 -1.26
C 0.89078 1.00196 4.22890 1.04
C 1.54346 -0.02855 3.46268 -1.02
C 1.33551 -1.43144 3.63339 0.91
C 0.19716 -1.98940 4.30310 -0.50
C 0.01621 -3.36696 4.38689 -0.44
C 0.98212 -4.24826 3.87076 -0.49
C 2.14747 -3.72515 3.28037 -0.41
C 2.32127 -2.35382 3.15775 -0.56
O -0.08646 0.80573 4.97592 -0.81
H 1.99543 2.57064 3.15264 0.22
H 0.69592 3.14992 4.21913 0.27
H 2.19945 2.53483 4.92549 0.39
H 2.37793 0.28895 2.82224 0.07
H -0.49171 -1.29409 4.78857 0.39
H -0.87903 -3.76340 4.87370 0.35
H 0.83041 -5.32796 3.92761 0.33
H 2.92517 -4.40082 2.92407 0.34
H 3.24564 -1.93399 2.74637 0.27

17
Properties=species:S:1:pos:R:3:mulliken_spin:R:1 method="wB97M-V/def2-TZVPD" s2=0.750 charge=-1 multiplicity=2 lumo_energy_ev="2.70 / 2.90"
K 2.71756 -0.36278 -4.93985 1.05
F 0.07354 -0.61716 -4.07227 -0.04
C 1.41553 0.51538 2.86432 0.00
C 0.91400 0.81924 1.44678 0.02
O -0.17095 -0.03471 1.07510 0.00
C -0.59957 0.00634 -0.16989 -0.02
O -0.03211 0.63616 -1.14157 -0.01
O -1.55231 -0.83440 -0.23916 0.00
C -2.24286 -0.99651 -1.46771 0.00
H 1.97806 1.36904 3.24236 0.00
H 1.96118 -0.42377 2.95575 0.00
H 0.52215 0.43212 3.48322 0.00
H 1.81848 0.87865 0.84138 0.00
H 0.47496 1.81573 1.39833 0.00
H -3.21810 -1.41796 -1.22401 0.00
H -1.75168 -1.75267 -2.08012 0.00
H -2.30790 -0.03271 -1.97266 0.00

79
Properties=species:S:1:pos:R:3:mulliken_charge:R:1 method="wB97M-V/def2-TZVPD" multiplicity=1 lumo_energy_ev=-0.01
Ga 1.14534 0.29043 0.33259 1.18
C -0.47746 3.93553 -1.37891 -0.57
O -1.14886 4.41693 -0.23771 -0.51
C -0.97446 3.84423 0.99559 0.12
C -1.70166 4.47023 1.99249 -0.56
C -1.68356 4.02563 3.30639 -0.83
C -0.91146 2.94083 3.62979 -0.81
C -0.15376 2.27823 2.65409 0.39
C 0.77204 1.28483 3.10659 -0.44
N 1.37714 0.47593 2.31239 0.84
N 2.46414 -0.22887 2.70199 -1.18
C 3.28134 -0.35957 1.68739 0.27
O 3.07484 0.18123 0.53619 -0.56
C 4.49254 -1.17417 1.86609 0.34
C 4.70424 -1.91587 3.02519 -0.26
C 5.80404 -2.74777 3.12539 -0.73
C 6.69954 -2.84117 2.07069 -0.34
C 6.49284 -2.10617 0.91529 -0.79
C 5.40054 -1.26567 0.81469 -0.19
C -0.16706 2.71223 1.29919 1.31
O 0.54464 2.13253 0.36059 -0.74
H -0.72596 4.63703 -2.17731 0.37
H 0.60394 3.91253 -1.23851 0.24
H -0.82486 2.93813 -1.65941 0.07
H -2.28676 5.32943 1.70359 0.46
H -2.25766 4.53973 4.05929 0.40
H -0.87516 2.57223 4.64309 0.44
H 1.06624 1.31083 4.15809 0.43
H 3.98314 -1.83987 3.82219 0.47
H 5.96474 -3.34007 4.01609 0.40
H 7.55774 -3.49417 2.14639 0.40
H 7.18294 -2.19957 0.08849 0.39
H 5.21014 -0.69307 -0.07861 0.44
C -2.75286 1.83123 -4.21051 -1.00
C -2.17886 0.41803 -4.25911 -0.62
N -0.80906 0.35383 -3.78011 0.13
C 0.26294 0.38243 -4.75251 -0.92
C 0.88684 1.76743 -4.90621 -0.84
C -0.57026 0.32513 -2.45881 0.40
S 1.08924 0.13593 -1.98641 -0.63
N -1.65906 0.41303 -1.70431 0.13
C -1.77286 0.23153 -0.40961 -0.43
O -0.88026 -0.14437 0.40439 -0.26
C -3.15256 0.36063 0.12339 0.93
C -4.24296 0.25133 -0.73411 -0.28
C -5.52686 0.22043 -0.22731 -0.76
C -5.73686 0.31553 1.13799 -0.47
C -4.65946 0.47033 1.99459 -1.06
C -3.37056 0.48903 1.49329 -0.13
H -3.76556 1.82373 -4.60431 0.38
H -2.15196 2.51053 -4.80931 0.35
H -2.77116 2.18443 -3.18321 0.16
H -2.19816 0.03963 -5.28521 0.43
H -2.77846 -0.24347 -3.62871 0.40
H -0.13896 0.04913 -5.71231 0.42
H 1.03794 -0.31727 -4.42931 0.46
H 0.15484 2.49443 -5.24741 0.28
H 1.69484 1.71933 -5.63071 0.39
H 1.29354 2.09493 -3.95461 0.23
H -4.05856 0.17753 -1.79201 0.27
H -6.36226 0.11293 -0.90111 0.44
H -6.73996 0.27373 1.53379 0.40
H -4.82746 0.57013 3.05639 0.46
H -2.52566 0.61903 2.15529 0.29
C -0.52696 -5.20167 1.04869 -1.00
N 0.39804 -4.10807 0.92659 0.01
C 1.59974 -4.21507 0.14049 -0.47
C 2.00414 -2.73797 -0.01341 -0.13
O 2.94194 -2.33597 -0.64051 -0.57
N 1.07364 -1.99287 0.66049 0.51
C 0.15114 -2.80327 1.16149 0.25
N -0.86506 -2.35857 1.90289 -0.24
H -0.00026 -6.09287 1.38999 0.32
H -0.99786 -5.42127 0.08399 0.34
H -1.30546 -4.96697 1.77079 0.32
H 1.41274 -4.65907 -0.84191 0.32
H 2.38144 -4.78167 0.65609 0.30
H -1.00376 -1.35317 1.82819 -0.25
H -1.68666 -2.92457 2.03459 0.32

23
Properties=species:S:1:pos:R:3:mulliken_charge:R:1 method="wB97M-V/def2-TZVPD" multiplicity=1 lumo_energy_ev=0.91
C -0.79660 -0.10599 1.33626 0.90
C -0.03391 -0.18684 -0.99608 0.46
C -1.21430 -0.45932 -0.08389 -1.27
C 2.24160 1.16369 -0.50886 -0.96
C -1.46664 1.15041 1.85860 -1.51
C 0.19120 -1.27599 -2.02082 -1.60
N 1.41313 0.04262 -0.09981 -0.49
O -1.00185 -1.15235 2.25985 -0.58
H -1.18657 -2.02000 1.86878 0.29
H 1.96360 -0.81190 -0.06029 0.27
H 0.55576 0.09723 1.14866 0.36
H -0.12216 0.79419 -1.46346 0.33
H -1.54902 -1.51388 -0.13680 0.37
H -2.06760 0.12884 -0.42669 0.26
H 1.63816 2.06985 -0.43338 0.31
H 2.59821 1.07689 -1.54207 0.30
H 3.11534 1.25441 0.13910 0.34
H -1.19553 1.33381 2.89668 0.39
H -2.55868 1.04245 1.82001 0.35
H -1.17780 2.01315 1.26023 0.32
H 1.02187 -1.03705 -2.68275 0.36
H 0.34130 -2.22371 -1.50139 0.41
H -0.70951 -1.38052 -2.63189 0.40

20
Properties=species:S:1:pos:R:3:mulliken_charge:R:1 method="wB97M-V/def2-TZVPD" multiplicity=1 lumo_energy_ev=0.96
C -3.51652 1.42096 -1.12798 -0.99
C -2.50065 0.23673 -1.24467 -0.69
C -1.29712 0.36760 -0.29493 -0.37
C -1.69085 0.72938 1.14612 -0.96
H -2.92616 2.32767 -0.93703 0.25
H -3.88364 1.60933 -2.13276 0.32
H -4.09305 1.25040 -0.22884 0.36
H -3.04643 -0.65992 -0.93594 0.31
H -2.11366 0.14948 -2.25448 0.36
H -0.60871 1.10967 -0.69114 0.33
H -0.80237 -0.60098 -0.36884 0.30
H -1.29547 0.29188 2.04114 0.35
H -1.62430 1.79798 1.35427 0.25
H -2.75658 0.48414 1.13143 0.19
O 6.59696 0.19363 -0.55792 -0.64
H 7.49221 0.54878 -0.55214 0.32
H 6.56427 -0.43829 -1.28102 0.32
O 3.57256 -3.45837 2.03448 -0.64
H 4.26692 -4.11917 1.93038 0.32
H 3.66259 -3.24088 2.96988 0.32

no.,calculated total energy (eV)
1,-37037.750
2,-29462.324
3,-116582.212
4,-10000.319
5,-8469.280